[1]
{
  "formula": "C25H60N7O19",
  "method": "ωB97M-V with the def2-TZVPD basis set",
  "symbols": ["C", "C", "O", "N", "H", "H", "C", "H", "H", "H", "H", "H", "H", "C", "C", "O", "N", "H", "H", "C", "H", "H", "H", "H", "H", "H", "C", "C", "O", "N", "H", "H", "C", "H", "H", "H", "H", "H", "H", "C", "C", "O", "N", "H", "H", "C", "H", "H", "H", "H", "H", "H", "C", "C", "O", "N", "H", "H", "C", "H", "H", "H", "H", "H", "H", "C", "C", "O", "N", "H", "H", "C", "H", "H", "H", "H", "H", "H", "C", "C", "O", "N", "H", "H", "C", "H", "H", "H", "H", "H", "H", "O", "C", "O", "O", "H", "O", "C", "O", "O", "H", "O", "C", "O", "O", "H", "O", "C", "O", "O", "H"],
  "coordinates": [[-1.26696, -6.02404, 3.07440], [-0.55113, -4.94824, 2.30413], [-0.04855, -3.96962, 2.72621], [-0.71761, -5.06056, 0.79161], [-1.03997, -5.99376, 0.51686], [-1.59634, -4.57399, 0.45470], [0.51311, -4.59982, 0.08842], [-2.01560, -5.47601, 3.64840], [-0.56981, -6.57940, 3.70178], [-1.73733, -6.77459, 2.44196], [0.35009, -4.79363, -0.97891], [1.35726, -5.22874, 0.34866], [0.60717, -3.52137, 0.15983], [-0.35126, 2.92430, -0.14095], [-1.53142, 3.76904, 0.16870], [-2.09311, 3.81721, 1.20578], [-1.97314, 4.71209, -0.93268], [-1.85156, 4.30400, -1.86270], [-2.97913, 4.90830, -0.90749], [-1.11411, 5.95611, -0.97779], [-0.27480, 2.42000, -1.10011], [-0.15270, 2.29493, 0.72646], [0.60390, 3.48058, -0.08771], [-1.08872, 6.44316, -0.00677], [-1.40267, 6.65024, -1.76058], [-0.09735, 5.61377, -1.16900], [-0.84460, -0.45041, -7.61373], [-0.37003, 0.58713, -6.64792], [0.27913, 1.53215, -6.90028], [-0.95136, 0.55328, -5.19951], [-1.35852, 1.46454, -4.97802], [-1.78327, -0.03768, -5.14300], [0.10693, 0.10716, -4.22430], [-0.30699, -0.27435, -8.54311], [-1.89093, -0.25519, -7.86752], [-0.67677, -1.46580, -7.25703], [-0.33629, 0.05597, -3.23047], [0.92212, 0.82358, -4.26891], [0.44284, -0.88872, -4.50135], [-5.20974, 1.48371, -2.20202], [-4.02636, 0.72834, -1.68433], [-3.20924, 1.18535, -0.95580], [-3.93475, -0.72055, -2.13505], [-4.88440, -1.08875, -1.96663], [-3.90113, -0.75081, -3.15561], [-3.02577, -1.68413, -1.33771], [-5.80428, 1.89586, -1.38994], [-5.83875, 0.93772, -2.90570], [-4.77550, 2.29238, -2.79880], [-3.38966, -2.69252, -1.49517], [-2.98668, -1.31539, -0.32303], [-2.05662, -1.55561, -1.81499], [4.91667, -0.41868, -1.96891], [5.05094, -1.83172, -2.44236], [5.93720, -2.27398, -3.08856], [3.91864, -2.77511, -2.08744], [4.27179, -3.70736, -2.31414], [3.65639, -2.79367, -1.07558], [2.62110, -2.40824, -2.75413], [4.32563, -0.30981, -1.06477], [4.28908, -0.13124, -2.83444], [5.85295, 0.12120, -1.97714], [2.16755, -1.72703, -2.03558], [2.02875, -3.32176, -2.77925], [2.78531, -2.05372, -3.76660], [1.59295, 6.32504, 3.89925], [2.28089, 5.09126, 3.44408], [3.16501, 5.02916, 2.67390], [1.85609, 3.80497, 4.16713], [2.65465, 3.36858, 4.64831], [1.29198, 4.05530, 4.98586], [1.07787, 2.80516, 3.33059], [1.60480, 7.08933, 3.13201], [2.06354, 6.63068, 4.84134], [0.55641, 6.17234, 4.22131], [1.72141, 2.30928, 2.61189], [0.36616, 3.38895, 2.75219], [0.69440, 2.14271, 4.09966], [-2.08012, 0.98480, 2.81472], [-1.57581, 0.17653, 3.97778], [-1.81613, 0.42209, 5.11096], [-0.73968, -0.99144, 3.59188], [-1.31148, -1.84327, 3.53586], [-0.47091, -0.74980, 2.62220], [0.40536, -1.25750, 4.54271], [-3.07628, 0.64111, 2.52474], [-1.42303, 0.88857, 1.94928], [-2.20156, 2.03362, 3.07128], [1.04927, -1.96817, 4.02762], [-0.03766, -1.70116, 5.42553], [0.97471, -0.34678, 4.68340], [3.50486, 1.33321, 1.48106], [3.66546, 1.83333, 0.21089], [4.77685, 2.23240, -0.09933], [2.64670, 1.93623, -0.57926], [2.57711, 1.05525, 1.53021], [2.92480, -1.66490, 2.56426], [3.46084, -2.67157, 1.79833], [4.26782, -3.42751, 2.30148], [3.18803, -2.60877, 0.53435], [2.31702, -1.23891, 1.94976], [-2.43161, -2.68901, 2.50442], [-3.37288, -3.59449, 2.02150], [-4.09614, -4.18517, 2.78928], [-3.28413, -3.72688, 0.74959], [-1.99514, -2.42562, 1.67064], [0.63126, -0.05947, -1.01532], [0.24841, -0.49389, 0.22513], [0.80191, 0.03239, 1.23385], [-0.61801, -1.40417, 0.33205], [1.17431, 0.68004, -0.59282]],
  "charge": 3,
  "energy_ha": -2800.4047
}

=====

[2]
{
  "formula": "C29H35BN11O2PbS2",
  "method": "ωB97M-V with the def2-TZVPD basis set",
  "symbols": ["Pb", "C", "C", "C", "C", "N", "N", "B", "N", "C", "C", "C", "C", "N", "N", "C", "C", "C", "C", "N", "N", "C", "C", "C", "C", "N", "H", "H", "H", "H", "H", "H", "H", "H", "H", "H", "H", "H", "H", "H", "H", "H", "H", "H", "H", "H", "S", "C", "C", "N", "C", "S", "C", "N", "C", "O", "C", "C", "O", "C", "H", "H", "H", "H", "H", "H", "H", "H", "H", "H", "C", "C", "C", "N", "C", "C", "H", "H", "H", "H", "H"],
  "coordinates": [[-0.46914, 0.09471, -0.71691], [1.25529, -3.22345, -0.43155], [1.02236, -2.46165, 0.82858], [1.20680, -2.88187, 2.13835], [0.93808, -1.77569, 2.92582], [0.61751, -0.74845, 2.13397], [0.66501, -1.16271, 0.83196], [0.28859, 0.73436, 2.48713], [-1.24227, 0.94710, 2.25621], [-2.22756, 1.10117, 3.14806], [-3.43170, 1.18916, 2.47478], [-3.11216, 1.06675, 1.12741], [-4.03870, 1.02400, -0.03800], [-1.77923, 0.93466, 1.00747], [1.08718, 1.66240, 1.51459], [2.01391, 2.55753, 1.88804], [2.50254, 3.18701, 0.76375], [1.81906, 2.61542, -0.30661], [1.99041, 2.94090, -1.75257], [0.97294, 1.68337, 0.15769], [0.64259, 1.09217, 3.89531], [0.25880, 2.20316, 4.59332], [1.12891, 2.37349, 5.62855], [2.06762, 1.31773, 5.49459], [3.24814, 1.02247, 6.35712], [1.78025, 0.56822, 4.44872], [1.04247, -4.28041, -0.27744], [0.63593, -2.86023, -1.25101], [2.30347, -3.14922, -0.72678], [1.52119, -3.85542, 2.47231], [1.00475, -1.63632, 3.98981], [-2.01538, 1.13264, 4.20358], [-4.41007, 1.32492, 2.90155], [-5.06802, 1.07779, 0.30950], [-3.87723, 1.86263, -0.71714], [-3.92312, 0.08764, -0.58657], [2.26623, 2.68695, 2.92753], [3.24772, 3.96193, 0.71967], [1.95225, 4.01940, -1.90125], [2.96248, 2.59548, -2.10924], [1.22737, 2.48515, -2.38122], [-0.58988, 2.79889, 4.29788], [1.09700, 3.13609, 6.38755], [3.01870, 1.21272, 7.40426], [3.54712, -0.01778, 6.24836], [4.09520, 1.65238, 6.08281], [-2.55034, -0.05817, -3.08376], [-2.49665, 1.34350, -3.88184], [-2.92938, 1.39507, -5.24862], [-3.27938, 1.42792, -6.34293], [-2.02536, 2.65208, -3.30643], [-1.36564, 2.83544, -1.84465], [-2.21518, 3.79582, -4.14948], [-2.36485, 4.71809, -4.81904], [-2.36945, -2.27672, 1.26064], [-2.21169, -2.05012, -0.14741], [-2.27356, -3.30882, -0.82227], [-2.30806, -3.13651, -2.31483], [-1.14066, -2.46329, -2.78865], [-0.57402, -3.11699, -3.92679], [-3.35448, -2.70452, 1.45716], [-2.28614, -1.32633, 1.77494], [-1.59728, -2.95911, 1.62498], [-3.18712, -3.82934, -0.51615], [-1.42130, -3.92389, -0.51852], [-3.20250, -2.58374, -2.62084], [-2.37552, -4.13006, -2.76399], [-0.22939, -4.11858, -3.65962], [0.27559, -2.52724, -4.26059], [-1.30182, -3.18840, -4.73766], [3.62837, -0.29778, -3.90950], [2.35699, -0.13975, -4.44414], [1.27924, -0.10023, -3.58104], [1.42863, -0.20261, -2.25865], [2.64952, -0.34313, -1.73539], [3.77684, -0.40175, -2.53421], [4.49352, -0.33304, -4.55801], [2.19997, -0.04877, -5.50966], [0.26595, 0.01250, -3.94895], [2.71144, -0.39070, -0.65495], [4.75026, -0.51797, -2.07907]],
  "s2": 0.764,
  "spin_multiplicity": 2,
  "charge": 2,
  "energy_ha": -2892.4136
}

=====

[3]
{
  "formula": "C7H18B2ClFNO3S",
  "method": "ωB97M-V with the def2-TZVPD basis set",
  "symbols": ["C", "B", "O", "B", "N", "C", "C", "F", "C", "C", "C", "C", "S", "O", "O", "Cl", "H", "H", "H", "H", "H", "H", "H", "H", "H", "H", "H", "H", "H", "H", "H", "H", "H", "H"],
  "coordinates": [[3.73208, -1.70923, -0.20366], [2.37985, -1.31183, 0.55266], [2.20947, -2.04044, 1.76534], [1.17240, -0.25725, -0.10818], [0.62676, -0.95066, -1.41934], [1.80956, 1.19245, -0.58225], [2.10211, 2.19881, 0.51103], [1.00280, 3.05043, 0.76892], [-0.08940, -0.07494, 0.94531], [-1.23616, 0.79961, 0.42664], [-2.64439, 0.41154, 0.92349], [-3.75557, 0.55456, -0.12000], [-3.96632, -0.90067, -1.14451], [-5.20246, -1.53203, -0.78639], [-2.77423, -1.66038, -1.27793], [-4.31907, -0.03279, -2.99800], [4.54065, -1.89816, 0.51162], [4.04847, -0.94450, -0.91821], [3.58757, -2.63730, -0.77262], [2.22452, -1.47501, 2.53862], [1.01677, -0.52684, -2.25512], [0.80521, -1.94476, -1.50238], [1.16305, 1.68313, -1.32762], [2.76648, 1.01008, -1.09409], [2.33051, 1.70487, 1.46254], [2.93187, 2.87228, 0.26884], [-0.48864, -1.07902, 1.14978], [0.25506, 0.30104, 1.92343], [-1.20971, 0.82129, -0.66878], [-1.06601, 1.82212, 0.77300], [-2.94336, 1.09622, 1.72442], [-2.65948, -0.59364, 1.35242], [-3.60978, 1.42033, -0.76244], [-4.74060, 0.63073, 0.34347]],
  "charge": -1,
  "energy_ha": -1566.0185
}

=====

[4]
{
  "formula": "C37H42BrGeN2O6PdS",
  "method": "ωB97M-V with the def2-TZVPD basis set",
  "symbols": ["Pd", "C", "C", "C", "C", "C", "C", "C", "S", "O", "O", "N", "C", "C", "O", "O", "H", "H", "H", "H", "H", "H", "H", "H", "H", "N", "C", "C", "C", "C", "C", "C", "C", "C", "C", "C", "C", "C", "C", "H", "H", "H", "H", "H", "H", "H", "H", "H", "H", "C", "C", "C", "C", "Ge", "C", "C", "C", "C", "H", "H", "H", "H", "H", "H", "H", "H", "H", "H", "H", "H", "H", "H", "H", "H", "H", "H", "H", "Br", "C", "C", "C", "C", "C", "C", "C", "O", "O", "H", "H", "H", "H"],
  "coordinates": [[-0.08407, 0.94578, -1.18710], [-7.05220, -0.19202, -4.03518], [-5.74974, 0.48685, -3.70548], [-4.71284, -0.21780, -3.09772], [-3.50110, 0.38962, -2.81378], [-3.32645, 1.72910, -3.13795], [-4.34190, 2.45218, -3.74093], [-5.54814, 1.82605, -4.02169], [-1.80137, 2.53895, -2.73739], [-1.82965, 3.84231, -3.35373], [-1.76010, 2.53656, -1.25005], [-0.66728, 1.56044, -3.21000], [0.49158, 2.11643, -3.90531], [1.72887, 2.35217, -3.01377], [2.76925, 2.69309, -3.56162], [1.57851, 2.18092, -1.74411], [-7.19743, -1.08165, -3.42282], [-7.07437, -0.50314, -5.08228], [-7.89835, 0.47688, -3.87344], [-4.85387, -1.26068, -2.83774], [-2.70306, -0.17059, -2.33910], [-4.17781, 3.49300, -3.98492], [-6.34615, 2.39004, -4.49193], [0.25554, 3.07083, -4.38080], [0.79683, 1.42641, -4.69348], [1.01752, 0.33170, 0.66018], [0.85963, 0.62016, 1.88720], [1.50368, -0.18696, 2.97185], [2.47310, 0.37318, 3.79697], [3.09427, -0.40324, 4.76395], [2.72487, -1.73148, 4.93109], [1.73974, -2.28486, 4.12479], [1.13543, -1.51789, 3.13985], [0.03296, 1.77828, 2.32081], [-0.57570, 1.78363, 3.57424], [-1.32893, 2.87462, 3.97782], [-1.47391, 3.96783, 3.13514], [-0.85997, 3.97217, 1.88944], [-0.10152, 2.88630, 1.48539], [2.74240, 1.41573, 3.67350], [3.86176, 0.03074, 5.39233], [3.20300, -2.33410, 5.69301], [1.44437, -3.31784, 4.25628], [0.37932, -1.94675, 2.49110], [-0.47620, 0.92487, 4.22706], [-1.81310, 2.86315, 4.94643], [-2.06599, 4.81870, 3.44969], [-0.96821, 4.82005, 1.22591], [0.40335, 2.90696, 0.52716], [5.63800, -1.99997, 0.92856], [6.20307, -0.74875, 0.26571], [5.21873, -0.02272, -0.64895], [3.94424, 0.46100, 0.05563], [2.42465, -0.76557, -0.00396], [2.01132, -1.24632, -1.85746], [2.21248, -2.74020, -2.13481], [1.10884, -3.59464, -1.52322], [1.29469, -5.08015, -1.79802], [6.41164, -2.53900, 1.47864], [5.22014, -2.68410, 0.18454], [4.84151, -1.75707, 1.63366], [7.09073, -1.01541, -0.31554], [6.54109, -0.05319, 1.04147], [4.96618, -0.67409, -1.49408], [5.72656, 0.83846, -1.09006], [3.54603, 1.34503, -0.45059], [4.15712, 0.74130, 1.09177], [2.56631, -2.03190, 0.85452], [2.63950, -0.62155, -2.49626], [0.96896, -1.00605, -2.09857], [3.18875, -3.07258, -1.75733], [2.23535, -2.90735, -3.21734], [0.14095, -3.25625, -1.89856], [1.05767, -3.42651, -0.44429], [1.31136, -5.28298, -2.87231], [0.48388, -5.66338, -1.35988], [2.23669, -5.44561, -1.37951], [-3.20028, -1.03334, 5.28029], [-3.14091, -0.41144, 3.47909], [-3.75557, 0.78929, 3.16546], [-3.66552, 1.25857, 1.86357], [-2.96770, 0.54039, 0.90318], [-2.38311, -0.67738, 1.22777], [-2.47589, -1.16140, 2.52891], [-1.66020, -1.51829, 0.18561], [-1.54981, -2.72478, 0.40481], [-1.22152, -0.90474, -0.84540], [-4.27547, 1.35274, 3.92834], [-4.12345, 2.20393, 1.60086], [-2.87762, 0.92959, -0.10136], [-2.03599, -2.12026, 2.76622]],
  "s2": 2.005,
  "spin_multiplicity": 3,
  "charge": -1,
  "energy_ha": -7173.1872
}

=====

[5]
{
  "formula": "AgBr2",
  "method": "ωB97M-V with the def2-TZVPD basis set",
  "symbols": ["Ag", "Br", "Br"],
  "coordinates": [[-0.09500, -0.23220, -0.02906], [2.39894, -0.10601, -0.01317], [-2.30393, 0.33821, 0.04222]],
  "s2": 0.760,
  "spin_multiplicity": 2,
  "energy_ha": -5294.9771
}